DFT (ωB97M-V/def2-TZVPD) results for a cluster of 2 separate species, C4H6N4O3 in total at a distorted geometry.

CARTESIAN COORDINATES (ANGSTROEM)
C 2.6068 -0.3307 -0.6238
C 1.8026 0.3905 1.4488
C 0.3112 -0.2200 -0.2491
C -2.2087 0.6058 0.1993
N 1.3966 -0.7499 -0.9605
N 2.8671 0.3289 0.5455
N 0.5493 0.2941 0.9821
N -3.0600 -0.3811 -0.1870
O -2.6690 -1.0345 -1.2999
O -3.8617 -0.7916 0.6212
O -2.3725 1.7978 0.4566
H 3.4407 -0.4761 -1.3218
H 2.0881 0.7044 2.4645
H 1.3001 -1.1350 -1.8745
H 3.9067 0.6163 0.6744
H -2.8225 -1.9511 -1.2762
H -3.2749 2.3322 0.4004

Calculated values
energy above the lowest of the compared OMol25 structures with the same formula, charge and spin	0.0	kJ/mol
molar mass	158.117	Da
total energy	-599.78064	hartree
charge	+2

=====

DFT (ωB97M-V/def2-TZVPD) results for a structure of composition C4H6N5O3S at a distorted geometry.

CARTESIAN COORDINATES (ANGSTROEM)
C 1.8084 -0.0289 1.4638
C -1.2080 0.8950 -1.5418
C -1.9698 2.1445 -1.9803
C -0.0615 -1.9120 -0.2323
N 3.3790 -0.4485 2.7743
N 2.7781 0.5920 2.0932
N 1.7384 -1.3731 1.6907
N 2.7919 -1.5381 2.4950
N -1.3458 0.7378 -0.1742
O -0.6085 0.1558 -2.2472
O 0.8812 0.6110 0.6608
O -0.9583 -0.5077 1.9206
S -0.4514 -0.2693 0.5831
H -1.5647 2.6463 -2.9143
H -2.2699 2.7332 -1.0797
H -2.9552 1.9169 -2.3208
H -1.0085 -2.1711 -0.6779
H 0.7547 -1.6327 -1.0307
H 0.2698 -2.5511 0.5177

Calculated values
<S²>	2.009
spin multiplicity	3
molar mass	204.191	Da
total energy	-1053.48067	hartree
charge	-1

=====

DFT (ωB97M-V/def2-TZVPD) results for the ion C4H6NO with charge -1 at a distorted geometry.

CARTESIAN COORDINATES (ANGSTROEM)
C -1.1011 -0.2646 0.2818
C 0.2575 -0.2816 -0.4638
C 1.3947 -1.1265 -0.0790
N 2.2443 -0.0705 0.0655
O 3.5649 0.0303 0.1975
C 1.2635 0.9193 -0.3421
H -1.2843 0.5665 0.9114
H -1.3232 -1.1919 0.9212
H -2.0572 -0.2439 -0.4116
H 1.6657 -2.1945 -0.1641
H 1.5839 1.2700 -1.3920
H 1.1901 1.8808 0.1626

Calculated values
SMILES	CC1=CN([O-])C1
energy above the lowest of the compared OMol25 structures with the same formula, charge and spin	182.3	kJ/mol
molar mass	84.098	Da
total energy	-285.85630	hartree
charge	-1

=====

DFT (ωB97M-V/def2-TZVPD) results for the ion C4H6NO with charge -1 at a distorted geometry.

CARTESIAN COORDINATES (ANGSTROEM)
C 1.3880 1.0945 -0.0671
C 0.2483 0.2404 -0.0103
C 0.6554 -1.2020 -0.0746
C -1.2158 0.5066 0.1284
N -2.2807 -0.3753 0.0503
O -3.4946 0.0842 -0.1365
H 2.2979 0.5006 0.1418
H 1.6896 2.1489 0.0542
H 0.9455 -1.6209 -1.1105
H -0.2822 -1.7518 0.3790
H 1.5070 -1.2743 0.5913
H -1.4582 1.6491 0.0538

Calculated values
SMILES	C=C(C)/C=N/[O-]
energy above the lowest of the compared OMol25 structures with the same formula, charge and spin	60.5	kJ/mol
molar mass	84.098	Da
total energy	-285.90269	hartree
charge	-1

=====

DFT (ωB97M-V/def2-TZVPD) results for the ion C4H6NO with charge +1 at a distorted geometry.

CARTESIAN COORDINATES (ANGSTROEM)
C 0.8168 0.2007 -0.9697
N -0.0406 -0.1529 -0.1310
C -0.9506 -1.3356 -0.1732
C -0.2658 0.7125 0.9686
C 0.4226 1.8584 0.7549
O 0.9057 2.8950 0.6841
H 1.7393 0.7548 -0.6730
H 1.0154 -0.4560 -1.7878
H -0.8624 -1.7135 0.8016
H -1.9591 -0.9638 -0.4397
H -0.6789 -2.0342 -0.9517
H -0.1425 0.2345 1.9170

Calculated values
SMILES	C=[N+](C)C=C=O
energy above the lowest of the compared OMol25 structures with the same formula, charge and spin	193.1	kJ/mol
molar mass	84.098	Da
total energy	-285.64866	hartree
charge	+1

=====

DFT (ωB97M-V/def2-TZVPD) results for a structure of composition C4H6NO at a distorted geometry.

CARTESIAN COORDINATES (ANGSTROEM)
C 0.6895 -0.0845 -2.2060
C 0.4062 -1.1182 -1.3783
C 0.1186 0.8025 -0.9638
C -0.5412 0.1904 2.1036
N -0.0618 -0.2829 -0.3383
O -0.5624 -0.7614 1.0304
H 1.1146 0.2943 -3.1636
H 0.4852 -2.2213 -1.5737
H 0.0805 1.8758 -0.7874
H 0.5235 0.6212 2.2981
H -0.9177 -0.3727 3.0170
H -1.3349 1.0568 1.9620

Calculated values
energy above the lowest of the compared OMol25 structures with the same formula, charge and spin	590.2	kJ/mol
molar mass	84.098	Da
total energy	-285.49739	hartree
charge	+1

=====

DFT (ωB97M-V/def2-TZVPD) results for the ion C4H6NO2 with charge +1 at a distorted geometry.

CARTESIAN COORDINATES (ANGSTROEM)
C -0.5526 -0.8487 -0.0880
C -0.7554 1.4143 0.1220
C -1.9723 -0.4084 -0.3212
C 1.6123 0.1305 0.4667
N 0.1205 0.1780 0.2032
O 2.3092 0.5118 -0.6231
O -1.8869 0.9615 -0.1361
H -0.0637 -1.8725 0.0617
H -2.3181 -0.6264 -1.3407
H -2.7549 -0.9350 0.3905
H 1.9261 0.8558 1.1444
H 2.4906 1.4329 -0.7156
H 1.8453 -0.7938 0.8362

Calculated values
energy above the lowest of the compared OMol25 structures with the same formula, charge and spin	312.2	kJ/mol
molar mass	100.097	Da
total energy	-360.85503	hartree
charge	+1

=====

DFT (ωB97M-V/def2-TZVPD) results for the ion C4H6NO2 with charge +1 at a distorted geometry.

CARTESIAN COORDINATES (ANGSTROEM)
C -1.9260 0.8687 -0.0157
C -0.6391 1.3058 0.0907
C -2.1636 -0.5497 -0.0721
C 2.4480 -0.7031 0.0783
N 0.4189 0.4569 0.3345
O -1.2665 -1.2989 0.1066
O 1.4451 0.1664 -0.3735
H -2.7764 1.5282 0.1174
H -0.4482 2.3978 -0.0696
H -3.1917 -0.9565 -0.3261
H 3.4167 -0.3569 -0.4143
H 2.3965 -1.6822 -0.5515
H 2.2864 -1.1766 1.0953

Calculated values
energy above the lowest of the compared OMol25 structures with the same formula, charge and spin	546.2	kJ/mol
molar mass	100.097	Da
total energy	-360.76591	hartree
charge	+1